2 unconnected molecules or ions with the total composition C22H19Cl3NO5, computed with wB97M-V/def2-TZVPD.

Output
ΔE to the lowest compared entry with this formula, charge and spin (kJ/mol): 0.00
E_HOMO (eV): -3.10
DFT total energy (hartree): -2661.31038
Net charge: -1
HOMO-LUMO gap (eV): 3.99

Last columns: bonded neighbours and bond lengths (Å).
Geometry (Å):
1 C 1.27009 2.58229 -3.61196  C2 1.517, H18 1.092, H19 1.092, H20 1.092
2 C 1.09001 1.16490 -3.10282  C1 1.517, O3 1.407, H21 1.099, H22 1.099
3 O -0.20684 0.96817 -2.59327  C2 1.407, C4 1.370
4 C -0.48904 -0.36249 -2.43418  O3 1.370, C5 1.464, O17 1.224
5 C -1.79369 -0.73695 -1.88473  C4 1.464, C6 1.467, C11 1.438
6 C -2.75121 0.31867 -1.53900  C5 1.467, O7 1.224, O8 1.376
7 O -3.90516 0.04754 -1.23198  C6 1.224
8 O -2.34066 1.62817 -1.63268  C6 1.376, C9 1.412
9 C -3.43076 2.52564 -1.66723  O8 1.412, C10 1.519, H23 1.099, H24 1.098
10 C -3.03979 3.82961 -2.34099  C9 1.519, H25 1.091, H26 1.092, H27 1.092
11 C -2.18421 -2.11930 -1.82569  C5 1.438, C12 1.409, C16 1.410
12 C -3.40628 -2.52330 -1.25361  C11 1.409, C13 1.372, H28 1.075
13 C -3.83782 -3.82400 -1.30829  C12 1.372, C14 1.382, H29 1.078
14 C -3.06844 -4.78589 -1.93580  C13 1.382, C15 1.382, H30 1.078
15 C -1.83948 -4.44038 -2.46606  C14 1.382, C16 1.372, H31 1.078
16 C -1.40076 -3.14196 -2.39867  C11 1.410, C15 1.372, H32 1.075
17 O 0.32248 -1.21496 -2.77097  C4 1.224
18 H 2.27468 2.75946 -4.00054  C1 1.092
19 H 0.55544 2.79061 -4.41083  C1 1.092
20 H 1.08059 3.30131 -2.81251  C1 1.092
21 H 1.24546 0.42004 -3.89572  C2 1.099
22 H 1.79218 0.91658 -2.29471  C2 1.099
23 H -4.23948 2.01746 -2.21083  C9 1.099
24 H -3.78833 2.67095 -0.63889  C9 1.098
25 H -3.84416 4.56696 -2.32051  C10 1.091
26 H -2.16493 4.26447 -1.85401  C10 1.092
27 H -2.77053 3.65433 -3.38460  C10 1.092
28 H -4.02585 -1.78704 -0.77497  C12 1.075
29 H -4.79212 -4.08715 -0.88115  C13 1.078
30 H -3.43777 -5.79389 -2.03261  C14 1.078
31 H -1.23572 -5.18611 -2.95837  C15 1.078
32 H -0.43304 -2.89863 -2.79765  C16 1.075
33 Cl 0.38110 -0.57272 1.31502  C34 1.753
34 C 1.17819 -0.69289 2.87123  Cl33 1.753, Cl35 1.746, C36 1.498, C46 1.481
35 Cl 0.62281 -2.13069 3.69250  C34 1.746
36 C 2.64544 -0.87392 2.62814  C34 1.498, O37 1.206, C38 1.477
37 O 3.01736 -1.48663 1.65793  C36 1.206
38 C 3.60644 -0.31457 3.60011  C36 1.477, C39 1.404, N43 1.331
39 C 3.14655 0.61739 4.54459  C38 1.404, C40 1.378, C44 1.458
40 C 4.04778 1.11406 5.46093  C39 1.378, C41 1.370, H47 1.076
41 C 5.34784 0.68641 5.39621  C40 1.370, C42 1.372, H48 1.075
42 C 5.70491 -0.21675 4.42649  C41 1.372, N43 1.321, H49 1.080
43 N 4.87156 -0.72302 3.53560  C38 1.331, C42 1.321
44 C 1.75603 1.05495 4.51612  C39 1.458, Cl45 1.729, C46 1.341
45 Cl 1.23867 2.32276 5.57255  C44 1.729
46 C 0.85214 0.48758 3.70471  C34 1.481, C44 1.341, H50 1.079
47 H 3.72863 1.82573 6.20192  C40 1.076
48 H 6.07732 1.05885 6.09323  C41 1.075
49 H 6.72939 -0.55130 4.36290  C42 1.080
50 H -0.15699 0.86966 3.68564  C46 1.079


3 unconnected molecules or ions with the total composition C4H15NO2, computed with wB97M-V/def2-TZVPD.

Output
ΔE to the lowest compared entry with this formula, charge and spin (kJ/mol): 117.21
E_HOMO (alpha / beta) (eV): 1.15 / -5.95
<S²>: 0.750
DFT total energy (hartree): -366.54588
Net charge: -1
HOMO-LUMO gap (alpha / beta) (eV): 2.46 / 9.49
Multiplicity: 2

Last columns: bonded neighbours and bond lengths (Å).
Geometry (Å):
1 C -0.72397 -3.55304 0.75741  C2 1.479, H6 1.112, H7 1.148, H8 1.079
2 C -0.95734 -2.11009 0.53150  C1 1.479, C3 1.598, H9 1.016, H10 1.160
3 C 0.33568 -1.20554 0.78175  C2 1.598, C4 1.589, H11 1.158, H12 1.160
4 C 0.49315 0.06442 -0.15942  C3 1.589, N5 1.460, H13 1.169, H14 1.117
5 N -0.56688 1.06288 -0.26788  C4 1.460, H15 1.055, H16 1.007
6 H -1.43215 -4.17868 0.17077  C1 1.112
7 H 0.27618 -3.76373 0.23381  C1 1.148
8 H -0.75159 -3.87228 1.78798  C1 1.079
9 H -1.78036 -1.81673 1.05012  C2 1.016
10 H -1.05138 -1.82136 -0.58786  C2 1.160
11 H 1.22070 -1.92924 0.59700  C3 1.158
12 H 0.26687 -0.74805 1.84548  C3 1.160
13 H 1.52092 0.48059 0.20932  C4 1.169
14 H 0.74281 -0.24610 -1.20313  C4 1.117
15 H -1.31680 0.64464 -0.88155  N5 1.055
16 H -0.93494 1.16090 0.66384  N5 1.007
17 H 1.69056 3.19783 -2.04000  O19 0.976
18 H 0.65670 2.16175 -1.63891  O19 0.945
19 O 1.58976 2.27860 -1.72752  H17 0.976, H18 0.945
20 H -0.25650 5.12383 0.40137  O22 0.957
21 H 0.74003 4.13117 -0.12764  O22 0.987
22 O 0.23857 4.93824 -0.39645  H20 0.957, H21 0.987


A single C5H9N3O2 molecule, computed with wB97M-V/def2-TZVPD.

Output
ΔE to the lowest compared entry with this formula, charge and spin (kJ/mol): 163.51
E_HOMO (eV): -9.91
DFT total energy (hartree): -510.62767
HOMO-LUMO gap (eV): 10.44
SMILES string: [H]/N=C(/O)[C@H](NC=O)[C@H]1CN1

Last columns: bonded neighbours and bond lengths (Å).
Geometry (Å):
1 H -1.98346 1.72000 0.05173  N2 1.018
2 N -1.18604 2.32915 0.22536  H1 1.018, C3 1.277
3 C -0.07966 1.73701 -0.01108  N2 1.277, O4 1.331, C5 1.527
4 O 1.02262 2.42921 0.26569  C3 1.331, H12 1.026
5 C 0.16695 0.23054 0.00573  C3 1.527, N6 1.447, C9 1.513, H13 1.101
6 N 1.31770 -0.10690 -0.80314  C5 1.447, C7 1.347, H14 1.013
7 C 2.45622 -0.62456 -0.30406  N6 1.347, O8 1.222, H15 1.107
8 O 2.64053 -0.92751 0.86575  C7 1.222
9 C -1.06119 -0.54418 -0.41799  C5 1.513, C10 1.478, N11 1.460, H16 1.095
10 C -1.27276 -1.91911 0.07985  C9 1.478, N11 1.462, H17 1.091, H18 1.092
11 N -2.12163 -0.82324 0.54572  C9 1.460, C10 1.462, H19 1.018
12 H 0.72007 3.01209 1.05391  O4 1.026
13 H 0.42983 -0.03811 1.04109  C5 1.101
14 H 1.26415 0.03407 -1.80472  N6 1.013
15 H 3.25770 -0.69846 -1.06470  C7 1.107
16 H -1.42036 -0.29944 -1.42325  C9 1.095
17 H -1.76155 -2.65066 -0.56497  C10 1.091
18 H -0.53514 -2.32658 0.77455  C10 1.092
19 H -1.85399 -0.53331 1.48454  N11 1.018


Q: What is the formula in the second record?
A: C4H15NO2


Q: Which formula does entry 1 have?
A: C22H19Cl3NO5


Q: ΔE to the lowest compared entry with this formula, charge and spin of number 1 (C22H19Cl3NO5)?
A: 0.00 kJ/mol